(a)
This record from the OMol25 dataset describes an isolated molecule of C8H12N2O2. The level of theory is wB97M-V/def2-TZVPD.

Output
E_HOMO (eV): -8.304
HOMO-LUMO gap (eV): 8.3

Element x y z (Å)
C  -1.57  -0.29  1.31
C  -1.06  -1.58  0.98
C  -1.15  0.89  0.75
C  0.02  -2.14  0.31
C  1.40  -0.27  -0.10
C  -0.48  1.06  -0.52
C  1.66  0.05  1.32
C  -0.87  0.52  -1.93
N  0.90  -1.44  -0.44
N  0.10  2.31  -0.76
O  0.43  3.05  0.15
O  0.38  2.55  -1.91
H  -2.29  -0.39  2.08
H  -1.55  -2.48  1.40
H  -1.63  1.77  1.22
H  0.23  -3.14  0.02
H  2.05  0.09  -0.80
H  0.77  0.33  1.86
H  2.53  0.78  1.36
H  1.93  -0.95  1.82
H  -1.47  -0.47  -1.87
H  0.01  0.49  -2.57
H  -1.65  1.20  -2.43
H  1.30  -1.94  -1.23

=====

(b)
This record from the OMol25 dataset describes a cluster of 2 separate species, C8H12N2O2 in total. The level of theory is wB97M-V/def2-TZVPD.

Output
SMILES: C#COC(C)(C)C.N#C/C=N\O
E_HOMO (eV): -9.319
HOMO-LUMO gap (eV): 9.7

Element x y z (Å)
C  -0.53  0.38  -2.17
C  -0.45  0.39  -0.94
O  -0.08  0.35  0.30
C  1.29  0.09  0.79
C  1.40  0.99  2.14
C  1.41  -1.29  1.34
C  2.29  0.66  -0.18
H  -0.79  0.65  -3.16
H  0.44  1.35  2.47
H  2.13  0.55  2.87
H  1.83  1.97  1.75
H  0.89  -1.30  2.32
H  2.46  -1.55  1.66
H  1.01  -2.00  0.70
H  3.29  0.69  0.39
H  2.40  0.01  -1.10
H  2.13  1.68  -0.51
N  -1.86  -2.19  -0.39
C  -2.31  -1.15  -0.49
C  -3.05  0.08  -0.72
N  -3.71  0.42  -1.76
O  -3.83  -0.45  -2.78
H  -3.03  0.95  -0.06
H  -3.33  -1.27  -2.47

=====

Name the most stable of them. (a).